A cluster of 7 separate species, C26H72N6O7 in total, computed with ωB97M-V/def2-TZVPD.

Values from the calculation:
multiplicity	2
LUMO level (spin up / spin down)	2.30 / 2.24	eV
⟨S²⟩	0.751
max |F|	3.4	eV/Å
HOMO-LUMO gap (spin up / spin down)	1.4747 / 8.8211	eV
total charge	-1

Each line ends with the Löwdin spin population.
Element x y z (Å)
C -2.319 -1.546 3.858  0.035
C -1.024 -1.685 4.559  0.069
C -0.055 -0.449 4.350  0.018
O 0.275 -0.045 3.045  0.010
C 0.801 -1.022 2.161  0.019
N -1.380 -1.833 5.903  0.014
H -3.024 -2.304 4.199  0.021
H -2.333 -1.583 2.769  0.006
H -2.789 -0.596 4.115  0.001
H -0.467 -2.573 4.259  0.041
H 0.873 -0.674 4.876  0.015
H -0.459 0.358 4.962  0.001
H 0.166 -1.879 1.938  0.004
H 1.680 -1.533 2.554  0.020
H 1.106 -0.583 1.210  0.003
H -1.928 -2.664 6.074  0.025
H -0.633 -2.053 6.546  0.021
C -3.750 -4.239 -3.697  0.007
C -4.181 -4.456 -2.261  0.013
C -5.128 -3.300 -1.770  0.014
O -4.320 -2.109 -1.665  0.009
C -3.249 -2.085 -0.734  0.015
N -4.837 -5.766 -2.251  0.006
H -4.586 -4.390 -4.380  0.001
H -2.939 -4.931 -3.926  0.002
H -3.303 -3.268 -3.912  0.002
H -3.226 -4.602 -1.758  0.002
H -5.595 -3.569 -0.824  0.006
H -5.992 -3.127 -2.412  0.002
H -3.564 -2.484 0.230  0.013
H -2.662 -1.172 -0.635  0.003
H -2.503 -2.819 -1.039  0.001
H -5.589 -5.681 -1.582  0.003
H -5.312 -5.945 -3.124  0.001
C -0.650 2.757 0.555  0.004
C -1.009 2.974 2.036  0.003
C -2.327 2.180 2.479  0.005
O -2.791 2.451 3.781  0.003
C -3.016 3.832 4.085  0.007
N 0.129 2.698 2.880  0.001
H -0.456 1.728 0.251  0.001
H 0.277 3.240 0.245  0.001
H -1.442 3.108 -0.107  0.001
H -1.372 4.000 2.097  0.001
H -1.999 1.141 2.451  0.001
H -3.108 2.373 1.744  0.005
H -3.362 4.508 3.302  0.002
H -2.234 4.340 4.649  0.001
H -3.910 3.805 4.708  0.001
H 0.275 1.709 2.737  0.000
H -0.187 2.729 3.838  0.001
C 1.768 5.401 -2.967  0.004
C 0.682 5.442 -4.082  0.002
C -0.759 5.157 -3.630  0.004
O -0.813 3.866 -3.071  0.002
C -2.096 3.486 -2.653  0.013
N 0.808 6.722 -4.668  0.001
H 1.639 6.215 -2.254  0.001
H 2.807 5.527 -3.274  0.001
H 1.753 4.415 -2.504  0.001
H 1.010 4.682 -4.791  0.001
H -1.385 5.198 -4.521  0.001
H -1.089 5.907 -2.911  0.001
H -2.885 3.606 -3.395  0.003
H -2.454 4.044 -1.788  0.004
H -2.184 2.433 -2.386  0.003
H 1.724 6.885 -5.062  0.000
H 0.127 6.896 -5.392  0.001
C -0.279 -4.621 -1.051  0.027
C 0.925 -4.828 -0.160  0.066
C 2.238 -4.124 -0.653  0.027
O 2.679 -4.714 -1.927  0.008
C 3.554 -3.863 -2.621  0.019
N 0.485 -4.392 1.133  0.040
H -0.561 -3.569 -1.026  0.002
H -1.236 -5.040 -0.741  0.016
H -0.047 -4.824 -2.096  0.003
H 1.104 -5.902 -0.223  0.021
H 3.124 -4.267 -0.034  0.020
H 2.081 -3.047 -0.706  0.004
H 2.868 -3.060 -2.887  0.004
H 3.831 -4.229 -3.610  0.003
H 4.462 -3.628 -2.066  0.005
H -0.129 -5.079 1.545  0.085
H 1.293 -4.296 1.731  0.062
C 4.372 2.259 2.817  0.005
C 4.191 0.846 2.330  0.007
C 4.063 0.805 0.815  0.005
O 5.315 1.042 0.168  0.003
C 5.195 1.151 -1.259  0.011
N 5.317 0.092 2.790  0.008
H 4.557 2.311 3.889  0.002
H 3.517 2.902 2.607  0.001
H 5.195 2.779 2.327  0.000
H 3.359 0.476 2.929  0.002
H 3.282 1.513 0.539  0.001
H 3.711 -0.183 0.517  0.004
H 4.678 2.050 -1.595  0.002
H 4.822 0.217 -1.679  0.003
H 6.205 1.265 -1.655  0.001
H 5.726 0.596 3.564  0.002
H 6.034 0.179 2.085  0.001
C -0.029 -0.218 -2.120  0.009
C 1.162 0.749 -2.104  0.004
O 0.973 1.653 -3.087  0.005
H -0.961 0.155 -1.695  0.002
H 0.282 -1.029 -1.461  0.002
H -0.183 -0.681 -3.094  0.004
H 2.097 0.221 -2.288  0.002
H 1.261 1.262 -1.147  0.001
H 0.246 2.223 -2.824  0.000

Forces on atoms 1 to 6 (eV/Å):
-1.431 0.458 -1.132
1.771 0.281 -1.785
-0.143 -1.415 1.326
-0.657 -0.307 -0.579
0.339 -1.007 0.180
-0.211 0.140 3.404